Below is a 2-piece molecular cluster, C3H9NO3 overall, with properties calculated with ωB97M-V with the def2-TZVPD basis set.

Last column: Mulliken charge in e.
Cartesian coordinates (Å):
1 C 0.24373 1.55933 0.85981  -0.429
2 N -0.56375 0.40318 0.56371  -0.087
3 C -0.24911 -0.42528 -0.45981  0.605
4 O -1.24085 -1.34219 -0.67917  -0.529
5 O 0.68888 -0.28872 -1.20769  -0.627
6 C -0.32730 2.86494 0.26839  -1.066
7 H 1.21244 1.34436 0.42043  0.266
8 H 0.37797 1.70554 1.93236  0.395
9 H -1.32624 0.11482 1.15050  0.214
10 H -1.44178 -1.33186 -1.62146  0.342
11 H -1.38890 2.81871 0.49620  0.298
12 H 0.22823 3.72627 0.63009  0.353
13 H -0.19284 2.85796 -0.81398  0.272
14 H 1.08718 -3.30605 0.44185  0.277
15 H 2.02754 -2.08621 0.18588  0.299
16 O 1.14710 -2.34642 0.47152  -0.585

The HOMO-LUMO gap is 10.324 eV. For the molar mass, the calculation gives 107.1 g mol⁻¹. As for the relative energy (zero: lowest compared OMol25 entry of this formula, charge and spin): 13.1 kcal/mol. For the total energy, the calculation gives -10890.014 eV. Its charge is 0. The SMILES is CCNC(=O)O.O.